No. 1
This record from the OMol25 dataset describes a molecular structure, C43H37AsFN4Pt. The level of theory is ωB97M-V/def2-TZVPD.

Results
Lowest unoccupied orbital energy: -10.04 eV
ΔE to the lowest compared entry with this formula, charge and spin: 42.9 kcal/mol
E_HOMO: -15.34 eV

ORCA input file:
```
! RIJCOSX wB97M-V def2-TZVPD def2/J DEFGRID3
* xyz 3 1
Pt -1.07 0.36 0.82
C -3.23 1.70 2.70
N -1.94 1.96 1.98
C -0.84 2.37 2.89
C 0.10 1.24 3.25
C 0.93 1.34 4.35
C 1.77 0.29 4.68
C 1.74 -0.85 3.90
C 0.91 -0.89 2.80
N 0.12 0.14 2.46
C -2.17 2.94 0.87
C -2.90 2.25 -0.25
C -3.92 2.84 -0.96
C -4.55 2.12 -1.97
C -4.14 0.82 -2.22
C -3.11 0.28 -1.47
N -2.48 0.99 -0.52
C -3.73 0.27 2.70
C -4.91 -0.02 3.38
C -5.37 -1.32 3.39
C -4.64 -2.30 2.72
C -3.48 -1.92 2.07
N -3.03 -0.66 2.07
H -3.99 2.35 2.28
H -3.11 2.02 3.74
H -1.25 2.77 3.82
H -0.28 3.18 2.43
H 0.88 2.23 4.97
H 2.41 0.36 5.55
H 2.34 -1.72 4.14
H 0.84 -1.76 2.17
H -1.19 3.26 0.51
H -2.72 3.81 1.22
H -4.23 3.84 -0.71
H -5.35 2.56 -2.54
H -4.61 0.21 -2.98
H -2.78 -0.74 -1.61
H -5.45 0.77 3.89
H -6.28 -1.58 3.91
H -4.96 -3.33 2.70
H -2.88 -2.64 1.53
C 4.49 -2.46 -0.97
C 4.14 -1.40 -1.80
C 2.86 -0.86 -1.75
C 1.93 -1.37 -0.85
C 2.28 -2.43 -0.02
C 3.56 -2.97 -0.08
As 0.09 -0.76 -0.94
C -0.75 -2.24 -1.83
C -1.11 -3.47 -1.31
C -1.63 -4.43 -2.17
C -1.78 -4.15 -3.52
C -1.41 -2.92 -4.04
C -0.89 -1.94 -3.20
C -0.50 -0.57 -3.60
C -0.61 -0.03 -4.87
C -0.25 1.29 -5.10
C 0.22 2.09 -4.07
C 0.34 1.56 -2.79
C 0.00 0.24 -2.57
H 5.47 -2.91 -1.04
H 4.85 -1.03 -2.53
H 2.59 -0.06 -2.43
H 1.54 -2.90 0.63
H 3.81 -3.82 0.55
H -0.98 -3.69 -0.26
H -1.92 -5.40 -1.78
H -2.18 -4.91 -4.18
H -1.53 -2.73 -5.10
H -0.99 -0.63 -5.70
H -0.34 1.70 -6.10
H 0.48 3.12 -4.26
H 0.70 2.18 -1.97
F 7.92 0.25 0.15
C 6.71 0.69 0.24
C 6.43 1.95 -0.33
C 5.16 2.41 -0.24
C 4.14 1.62 0.42
C 2.87 2.09 0.51
C 4.49 0.34 0.97
C 5.76 -0.12 0.90
H 7.23 2.50 -0.81
H 4.89 3.37 -0.65
H 2.61 3.05 0.09
H 2.09 1.53 1.01
H 3.71 -0.25 1.44
H 6.08 -1.07 1.30
*
```

Löwdin atomic charge list, values in e, 8 entries: number 1, Pt, carries 0.97; number 2, C, carries -0.07; number 3, N, carries -0.25; number 4, C, carries -0.09; number 5, C, carries -0.24; number 6, C, carries 0.02; number 7, C, carries 0.00; number 8, C, carries -0.02

---

No. 2
This record from the OMol25 dataset describes 9 unconnected molecules or ions with the total composition C21H53B5F20N5O3 in a non-equilibrium geometry. The level of theory is ωB97M-V/def2-TZVPD.

Results
Lowest unoccupied orbital energy: 0.40 eV
E_HOMO: -4.75 eV

ORCA input file:
```
! RIJCOSX wB97M-V def2-TZVPD def2/J DEFGRID3
* xyz -1 1
C -2.29 -4.26 6.84
C -1.65 -3.07 6.17
N -1.78 -3.06 4.71
C -2.42 -2.07 3.95
C -2.25 -2.48 2.66
N -1.56 -3.64 2.65
C -1.27 -3.98 3.91
C -1.33 -4.44 1.46
H -1.66 -5.14 6.96
H -3.21 -4.54 6.32
H -2.65 -3.97 7.83
H -0.58 -2.98 6.39
H -2.09 -2.12 6.48
H -2.90 -1.27 4.49
H -2.58 -2.02 1.73
H -0.65 -4.84 4.11
H -0.45 -5.06 1.59
H -1.25 -3.77 0.60
H -2.21 -5.05 1.25
C 0.59 2.53 5.15
N 1.38 1.47 4.41
C 2.59 1.10 5.18
C 0.48 0.30 4.33
C 1.72 2.06 3.04
C 2.06 1.00 2.02
O 3.36 0.47 2.39
H -0.36 2.65 4.62
H 1.16 3.45 5.21
H 0.42 2.15 6.15
H 2.31 1.01 6.23
H 3.38 1.84 5.03
H 2.97 0.16 4.80
H -0.33 0.49 3.62
H 0.06 0.08 5.31
H 1.00 -0.58 3.95
H 2.56 2.73 3.16
H 0.84 2.60 2.67
H 2.04 1.40 1.01
H 1.37 0.16 2.08
H 3.64 -0.26 1.83
C 2.43 3.60 -4.72
N 1.04 3.33 -4.29
C 1.00 2.36 -3.15
C 0.52 4.66 -3.77
C 0.19 2.90 -5.47
C 0.43 1.47 -5.95
O -0.47 1.22 -7.01
H 2.44 4.48 -5.37
H 2.79 2.80 -5.37
H 3.04 3.75 -3.84
H 1.62 2.69 -2.32
H 1.36 1.39 -3.47
H -0.03 2.31 -2.79
H 1.28 4.92 -3.04
H -0.51 4.63 -3.43
H 0.68 5.36 -4.59
H 0.60 3.54 -6.25
H -0.85 3.11 -5.26
H 0.34 0.72 -5.16
H 1.44 1.38 -6.37
H -0.82 0.33 -6.88
C 1.48 -1.32 -2.97
N 2.00 -2.61 -2.38
C 1.79 -2.70 -0.91
C 1.11 -3.71 -2.92
C 3.45 -2.88 -2.69
C 3.78 -3.03 -4.17
O 3.37 -4.29 -4.65
H 0.44 -1.30 -2.61
H 1.51 -1.53 -4.04
H 2.05 -0.45 -2.67
H 0.81 -2.28 -0.64
H 2.57 -2.14 -0.40
H 1.83 -3.74 -0.58
H 0.18 -3.72 -2.34
H 1.64 -4.65 -2.79
H 0.90 -3.54 -3.97
H 3.75 -3.68 -2.03
H 3.93 -1.94 -2.38
H 4.88 -2.99 -4.20
H 3.37 -2.18 -4.70
H 4.11 -4.73 -5.09
B -6.00 0.82 -0.67
F -5.14 0.45 0.41
F -7.32 0.96 -0.18
F -5.50 2.02 -1.19
F -5.94 -0.20 -1.66
B -2.96 1.59 3.64
F -2.91 1.10 4.98
F -4.15 2.22 3.34
F -1.93 2.59 3.50
F -2.63 0.56 2.75
B 0.08 4.32 0.14
F 0.56 2.98 0.22
F -0.84 4.51 1.16
F 1.15 5.24 0.28
F -0.54 4.42 -1.12
B -1.23 -0.53 -0.27
F -2.51 -0.35 0.18
F -1.18 -1.59 -1.25
F -0.80 0.69 -0.76
F -0.40 -1.00 0.80
B -3.15 1.71 -3.78
F -3.30 3.12 -3.83
F -3.16 1.28 -2.47
F -4.18 1.12 -4.52
F -1.87 1.38 -4.34
*
```

Löwdin atomic charge list, values in e, 8 entries: number 1, C, carries -0.07; number 2, C, carries -0.17; number 3, N, carries -0.06; number 4, C, carries 0.06; number 5, C, carries 0.03; number 6, N, carries -0.08; number 7, C, carries -0.06; number 8, C, carries 0.02

---

No. 3
This record from the OMol25 dataset describes 14 unconnected molecules or ions with the total composition C26H84N4O14 in a non-equilibrium geometry. The level of theory is ωB97M-V/def2-TZVPD.

Results
Lowest unoccupied orbital energy: 0.01 eV
ΔE to the lowest compared entry with this formula, charge and spin: 0.0 kcal/mol
E_HOMO: -9.00 eV

ORCA input file:
```
! RIJCOSX wB97M-V def2-TZVPD def2/J DEFGRID3
* xyz 0 1
O -7.53 -10.87 24.78
H -7.70 -9.96 25.02
H -7.03 -11.23 25.51
O -10.87 -7.84 17.67
H -11.31 -7.65 16.84
H -10.73 -6.97 18.08
O -6.54 -8.01 23.03
H -5.72 -8.20 22.55
H -6.58 -8.71 23.70
O -9.52 -15.50 20.63
H -9.22 -14.68 20.22
H -9.88 -15.22 21.48
O -7.68 -6.76 20.76
H -7.96 -7.54 20.25
H -7.14 -7.14 21.47
C -11.22 -7.31 24.85
C -11.54 -8.29 23.75
C -11.34 -7.63 22.41
O -12.37 -6.67 22.27
C -12.27 -5.90 21.10
N -10.59 -9.42 23.84
H -10.22 -6.89 24.86
H -11.39 -7.76 25.84
H -11.93 -6.47 24.83
H -12.58 -8.62 23.80
H -11.43 -8.36 21.59
H -10.36 -7.13 22.33
H -13.24 -5.43 20.95
H -12.06 -6.50 20.20
H -11.49 -5.14 21.19
H -10.93 -10.17 24.43
H -10.42 -9.86 22.94
C -9.02 -14.21 25.33
C -9.49 -14.96 24.07
C -10.47 -16.05 24.42
O -9.89 -17.04 25.24
C -9.31 -18.10 24.54
N -10.15 -14.04 23.11
H -8.56 -13.24 25.14
H -8.18 -14.77 25.77
H -9.81 -14.15 26.08
H -8.62 -15.44 23.61
H -10.85 -16.49 23.49
H -11.31 -15.62 24.98
H -8.32 -17.87 24.11
H -9.94 -18.44 23.71
H -9.10 -18.91 25.24
H -9.56 -13.22 23.04
H -10.98 -13.72 23.60
C -9.17 -13.24 14.68
C -8.28 -12.99 15.88
C -8.28 -14.16 16.87
O -9.51 -14.57 17.42
C -10.30 -13.52 17.94
N -6.89 -12.78 15.39
H -10.22 -13.10 14.92
H -9.04 -14.23 14.24
H -8.99 -12.47 13.92
H -8.60 -12.09 16.42
H -7.55 -13.95 17.68
H -7.85 -15.04 16.38
H -9.78 -12.94 18.73
H -11.16 -13.89 18.50
H -10.60 -12.86 17.13
H -6.24 -12.77 16.18
H -6.65 -13.63 14.88
C -7.56 -11.88 21.08
C -8.27 -10.57 20.74
C -7.92 -10.17 19.31
O -8.21 -8.79 19.14
C -7.77 -8.32 17.86
N -9.71 -10.64 20.98
H -7.83 -12.72 20.42
H -7.75 -12.17 22.11
H -6.48 -11.73 21.01
H -7.82 -9.84 21.42
H -8.53 -10.74 18.60
H -6.84 -10.29 19.15
H -8.35 -8.77 17.06
H -6.73 -8.63 17.75
H -7.77 -7.23 17.87
H -10.12 -9.79 20.60
H -10.11 -11.39 20.42
C -5.56 -15.07 22.88
C -5.29 -15.54 24.31
O -3.99 -16.11 24.39
H -5.75 -15.94 22.25
H -4.64 -14.66 22.45
H -6.35 -14.32 22.93
H -6.07 -16.27 24.55
H -5.36 -14.69 25.00
H -3.91 -16.60 25.21
C -10.12 -3.45 17.86
C -9.13 -4.33 18.59
O -9.78 -5.50 19.06
H -11.12 -3.48 18.31
H -10.17 -3.68 16.79
H -9.80 -2.41 17.93
H -8.61 -3.78 19.38
H -8.32 -4.61 17.91
H -9.17 -6.02 19.60
C -7.14 -8.01 13.70
C -7.53 -9.43 13.99
O -6.59 -9.95 14.91
H -7.85 -7.55 13.00
H -6.15 -7.98 13.26
H -7.09 -7.42 14.61
H -7.61 -10.01 13.07
H -8.52 -9.42 14.48
H -6.76 -10.90 15.04
C -13.33 -11.59 16.43
C -13.04 -10.22 17.01
O -12.08 -10.40 18.04
H -14.13 -11.55 15.69
H -13.66 -12.22 17.26
H -12.42 -12.01 16.00
H -13.97 -9.82 17.42
H -12.73 -9.50 16.24
H -11.51 -9.62 18.04
C -3.81 -5.53 19.71
C -4.76 -6.35 18.87
O -4.03 -6.87 17.77
H -3.15 -6.20 20.28
H -4.34 -4.96 20.48
H -3.14 -4.90 19.12
H -5.65 -5.77 18.59
H -5.11 -7.21 19.45
H -4.33 -7.76 17.56
*
```

Löwdin atomic charge list, values in e, 8 entries: number 1, O, carries -0.06; number 2, H, carries 0.03; number 3, H, carries 0.04; number 4, O, carries -0.05; number 5, H, carries 0.05; number 6, H, carries 0.03; number 7, O, carries -0.04; number 8, H, carries 0.06

---

No. 4
This record from the OMol25 dataset describes a molecular structure, C21H35BEuO2P2 in a non-equilibrium geometry. The level of theory is ωB97M-V/def2-TZVPD.

Results
Lowest unoccupied orbital energy (spin up / spin down): 0.38 / 0.41 eV
ΔE to the lowest compared entry with this formula, charge and spin: 20.4 kcal/mol
E_HOMO (spin up / spin down): -3.96 / -3.68 eV

ORCA input file:
```
! RIJCOSX wB97M-V def2-TZVPD def2/J DEFGRID3
* xyz 0 8
P 0.60 -1.71 -3.07
P 0.81 1.62 -2.90
C 0.30 -0.65 -4.58
C 1.00 0.71 -4.55
H -0.80 -0.53 -4.69
H 0.66 -1.25 -5.43
H 2.08 0.62 -4.75
H 0.56 1.38 -5.31
C -0.84 2.34 -3.29
H -1.20 2.87 -2.42
H -1.57 1.57 -3.54
H -0.75 3.03 -4.12
C 1.89 3.07 -3.25
H 1.45 3.69 -4.03
H 2.88 2.73 -3.56
H 1.97 3.65 -2.32
C -0.63 -2.99 -3.53
H -0.82 -3.65 -2.68
H -0.24 -3.57 -4.37
H -1.58 -2.53 -3.83
C 2.17 -2.51 -3.55
H 2.96 -1.75 -3.61
H 2.05 -3.01 -4.52
H 2.42 -3.24 -2.78
Eu 2.39 0.04 2.13
C -0.88 1.74 -0.20
C -2.11 1.39 -0.60
C -2.47 0.10 -1.28
C -2.72 -1.07 -0.28
C -1.59 -2.02 -0.08
C -0.28 -1.79 -0.23
C 0.44 -0.45 -0.35
C 0.05 0.78 0.57
C 0.54 -2.09 3.15
H -0.51 2.77 -0.35
H -2.95 2.11 -0.50
H -1.70 -0.21 -2.03
H -3.42 0.30 -1.82
H -3.13 -0.68 0.68
H -3.55 -1.66 -0.68
H -1.87 -3.01 0.31
H 0.43 -2.63 -0.06
H 0.30 -0.08 -1.40
H 1.55 -0.62 -0.33
H -0.38 0.42 1.54
H 1.00 1.42 0.75
H 1.64 -2.37 3.06
H 0.12 -2.00 2.13
H 0.06 -3.00 3.59
O -0.85 -0.68 4.97
B 0.19 -0.90 4.09
O 1.12 0.18 4.25
C 0.72 0.93 5.36
C 1.54 1.70 6.16
C 1.03 2.06 7.42
C -0.20 1.55 7.84
C -1.01 0.73 7.01
C -0.52 0.44 5.75
H 2.53 1.98 5.79
H 1.57 2.76 8.07
H -0.55 1.75 8.86
H -1.91 0.24 7.36
*
```

Löwdin atomic charge list, values in e, 8 entries: number 1, P, carries 0.88; number 2, P, carries 0.91; number 3, C, carries -0.42; number 4, C, carries -0.42; number 5, H, carries 0.07; number 6, H, carries 0.07; number 7, H, carries 0.07; number 8, H, carries 0.07

---

No. 5
This record from the OMol25 dataset describes 2 unconnected molecules or ions with the total composition C26H33BO3S in a non-equilibrium geometry. The level of theory is ωB97M-V/def2-TZVPD.

Results
Lowest unoccupied orbital energy: -2.81 eV
ΔE to the lowest compared entry with this formula, charge and spin: 41.8 kcal/mol
E_HOMO: -6.26 eV

ORCA input file:
```
! RIJCOSX wB97M-V def2-TZVPD def2/J DEFGRID3
* xyz 0 1
C 2.22 0.30 -4.36
O 1.01 0.65 -3.67
C 0.16 -0.32 -3.36
C -1.24 -0.03 -3.54
C -2.13 -1.10 -3.81
C -3.41 -0.82 -4.27
C -3.81 0.51 -4.45
C -2.96 1.57 -4.11
C -1.68 1.32 -3.63
H 2.71 1.26 -4.57
H 2.86 -0.34 -3.74
H 1.99 -0.22 -5.30
H 0.49 -1.35 -3.55
H -1.75 -2.12 -3.73
H -4.09 -1.64 -4.50
H -4.81 0.72 -4.86
H -3.29 2.60 -4.22
H -0.96 2.12 -3.43
C -3.91 3.75 0.50
C -2.80 2.77 0.70
C -3.09 1.41 0.78
C -2.06 0.48 0.98
C -0.75 0.91 1.09
B 0.45 -0.17 1.38
C 0.56 -0.29 3.02
C -0.07 -1.20 3.85
C 0.36 -1.09 5.22
C 1.33 -0.12 5.42
C 1.97 0.27 6.70
S 1.72 0.64 3.90
O 0.15 -1.54 1.07
C 1.15 -1.88 0.14
C 1.41 -3.37 0.18
C 0.66 -1.49 -1.23
C 2.40 -0.92 0.55
C 3.17 -1.53 1.70
C 3.37 -0.54 -0.56
O 1.73 0.27 0.94
C -0.45 2.26 1.00
C -1.47 3.19 0.80
H -3.52 4.77 0.44
H -4.45 3.53 -0.43
H -4.65 3.71 1.31
H -4.12 1.07 0.71
H -2.30 -0.58 1.09
H -0.81 -1.93 3.54
H -0.03 -1.69 6.03
H 1.57 -0.34 7.51
H 3.06 0.13 6.65
H 1.77 1.33 6.92
H 2.17 -3.64 -0.57
H 1.74 -3.70 1.16
H 0.48 -3.89 -0.09
H 1.37 -1.85 -1.97
H -0.32 -1.94 -1.42
H 0.54 -0.40 -1.28
H 3.76 -2.37 1.33
H 3.85 -0.78 2.12
H 2.51 -1.88 2.50
H 3.84 -1.43 -0.99
H 2.89 0.05 -1.35
H 4.17 0.08 -0.12
H 0.58 2.60 1.11
H -1.24 4.26 0.73
*
```

Löwdin atomic charge list, values in e, 8 entries: number 1, C, carries 0.01; number 2, O, carries -0.04; number 3, C, carries -0.04; number 4, C, carries -0.17; number 5, C, carries 0.00; number 6, C, carries -0.05; number 7, C, carries -0.03; number 8, C, carries -0.04

---

Q: Which formula does entry 3 have?
A: C26H84N4O14